## 1
The following is a quantum chemistry calculation of a structure of composition C3H3BrCl2, from the Open Molecules 2025 dataset.

- Orbital gap: 7.41 eV
- E_HOMO: -8.77 eV
- E_LUMO: -1.36 eV

```
! wB97M-V def2-TZVPD RIJCOSX def2/J DEFGRID3
* xyz 0 1
Br -1.630 1.664 -1.305
Cl 2.809 -0.056 0.350
Cl 1.775 -1.827 -1.420
C -0.857 0.125 0.817
C -2.032 0.236 -0.185
C 1.642 -0.266 -0.851
H -0.307 1.033 0.979
H -0.350 -0.414 0.003
H -1.050 -0.495 1.611
*
```

## 2
The following is a quantum chemistry calculation of an isolated molecule of C3H3BrCl2, from the Open Molecules 2025 dataset.

- Orbital gap: 9.88 eV
- SMILES string: ClC/C=C(/Cl)Br
- E_HOMO: -9.58 eV
- E_LUMO: 0.29 eV

```
! wB97M-V def2-TZVPD RIJCOSX def2/J DEFGRID3
* xyz 0 1
Br -2.153 -1.018 0.502
Cl 1.657 -0.972 -1.350
Cl -2.289 1.883 -0.398
C 0.142 0.612 0.052
C -1.212 0.547 -0.084
C 0.935 -0.637 0.285
H 0.475 1.638 -0.190
H 0.561 -1.631 0.373
H 1.883 -0.423 0.811
*
```

## 3
The following is a quantum chemistry calculation of a cluster of 2 separate species, C3H3BrCl2 in total, from the Open Molecules 2025 dataset.

- Orbital gap: 10.28 eV
- SMILES string: ClC1(Br)C=C1.Cl
- E_HOMO: -9.85 eV
- E_LUMO: 0.44 eV

```
! wB97M-V def2-TZVPD RIJCOSX def2/J DEFGRID3
* xyz 0 1
Br -2.964 1.252 -0.320
Cl 2.771 -0.279 -0.461
Cl -0.904 -0.365 -1.946
C -0.028 0.224 0.711
C -0.867 -0.780 0.779
C -1.155 0.119 -0.291
H -1.053 -1.710 1.308
H 0.926 0.711 0.527
H 3.275 0.828 -0.307
*
```

Computed stability ranking, most favorable first: 2, 3, 1

## 1
The following is a quantum chemistry calculation of an isolated molecule of C4H10FN, from the Open Molecules 2025 dataset.

- Orbital gap: 10.51 eV
- SMILES string: C[C@H](F)[C@@H](C)N
- E_HOMO: -9.44 eV
- E_LUMO: 1.07 eV

```
! wB97M-V def2-TZVPD RIJCOSX def2/J DEFGRID3
* xyz 0 1
F -0.559 -1.081 1.221
N 1.781 -0.892 -0.148
C -0.635 -0.647 -0.120
C 0.868 1.205 0.628
C -1.912 0.178 -0.258
C 0.715 0.023 -0.339
H 2.166 -1.298 -0.982
H -1.951 1.119 0.237
H 1.879 1.650 0.572
H 0.954 0.770 1.642
H 0.098 1.916 0.658
H 1.410 -1.752 0.347
H 0.608 0.479 -1.338
H -0.728 -1.514 -0.862
H -2.643 -0.546 0.026
H -2.052 0.388 -1.284
*
```

## 2
The following is a quantum chemistry calculation of an isolated molecule of C4H10FN, from the Open Molecules 2025 dataset.

- Orbital gap: 10.73 eV
- SMILES string: CC(C)(N)CF
- E_HOMO: -9.78 eV
- E_LUMO: 0.95 eV

```
! wB97M-V def2-TZVPD RIJCOSX def2/J DEFGRID3
* xyz 0 1
F -1.888 -0.837 0.459
N 1.190 0.196 -1.267
C -1.013 -0.341 -0.547
C 1.092 -0.881 0.867
C 0.384 0.099 -0.028
C 0.221 1.602 0.531
H -0.559 1.722 1.326
H -0.075 2.122 -0.359
H 1.155 1.919 0.990
H 0.472 -1.103 1.825
H 2.055 -0.530 1.191
H -0.808 -1.106 -1.268
H 0.704 0.481 -2.078
H -1.425 0.627 -1.018
H 1.263 -1.872 0.400
H 1.776 1.031 -1.210
*
```

Computed stability ranking, most favorable first: 1, 2

## 1
The following is a quantum chemistry calculation of a cluster of 6 separate species, C4H19NO6 in total, from the Open Molecules 2025 dataset.

- Orbital gap: 9.66 eV
- SMILES string: CCCNC=O.O.O.O.O.O
- E_HOMO: -9.35 eV
- E_LUMO: 0.32 eV

```
! wB97M-V def2-TZVPD RIJCOSX def2/J DEFGRID3
* xyz 0 1
O -1.822 1.522 0.135
O -0.607 -2.405 -1.394
O -1.723 -1.585 1.616
O 0.359 -2.267 2.930
O 0.541 0.391 2.562
O -1.441 3.141 -1.951
N 0.180 -0.403 -0.595
C -0.778 -1.347 -0.821
C 1.967 2.035 -1.415
C 2.417 0.629 -0.996
C 1.504 -0.583 -1.235
H 1.797 2.159 -2.517
H -1.810 2.464 -0.039
H 1.320 -0.704 -2.309
H 0.134 0.071 1.734
H -2.215 -2.376 1.388
H 2.741 2.741 -1.144
H 0.837 -2.134 2.089
H -0.593 3.290 -2.363
H -0.078 0.534 -0.374
H 0.889 1.281 2.485
H -1.130 -1.864 2.363
H 1.087 2.181 -0.777
H -1.811 -1.068 -0.551
H -1.727 2.256 -2.177
H -2.353 1.259 0.940
H 0.724 -1.438 3.305
H 2.574 0.728 0.103
H 3.353 0.243 -1.378
H 1.887 -1.553 -0.863
*
```

## 2
The following is a quantum chemistry calculation of a cluster of 6 separate species, C4H19NO6 in total, from the Open Molecules 2025 dataset.

- Orbital gap: 9.25 eV
- SMILES string: NCCCC=O.O.O.O.O.O
- E_HOMO: -8.88 eV
- E_LUMO: 0.37 eV

```
! wB97M-V def2-TZVPD RIJCOSX def2/J DEFGRID3
* xyz 0 1
O 2.409 0.781 -1.151
O 0.383 2.318 0.006
O 2.909 -1.182 0.580
O -1.287 1.057 2.550
O 0.216 -1.239 -3.241
O -1.114 3.813 1.584
N -2.442 -1.258 -1.392
C 1.938 -1.784 0.995
C 0.584 -1.161 1.000
C -0.418 -1.736 0.015
C -1.637 -0.864 -0.244
H -0.748 1.385 1.825
H 3.150 1.065 -1.695
H 0.173 3.060 -0.565
H 2.082 -2.781 1.439
H 0.007 -2.173 -0.885
H -1.353 1.690 3.264
H -3.100 -2.002 -1.210
H -0.172 3.727 1.697
H -1.308 0.151 -0.503
H -0.855 -2.603 0.546
H 1.059 -1.692 -3.136
H 0.639 -0.074 0.860
H -1.859 -1.513 -2.179
H 0.417 -0.382 -2.846
H 1.049 1.754 -0.419
H -2.267 -0.787 0.640
H -1.523 3.345 0.868
H 0.277 -1.097 2.056
H 2.791 0.184 -0.461
*
```

Computed stability ranking, most favorable first: 1, 2

## 1
The following is a quantum chemistry calculation of an isolated molecule of C9H15PS, from the Open Molecules 2025 dataset.

- Orbital gap: 9.19 eV
- SMILES string: CP(c1cccs1)C(C)(C)C
- E_HOMO: -8.46 eV
- E_LUMO: 0.73 eV

```
! wB97M-V def2-TZVPD RIJCOSX def2/J DEFGRID3
* xyz 0 1
S -1.657 -0.435 2.904
P -0.225 -1.305 0.239
C 0.181 1.330 -0.894
C -0.634 0.047 -0.900
C -0.292 -0.420 1.831
C -0.816 0.555 4.004
C 0.635 0.493 2.237
C 1.598 -1.479 -0.009
C -0.590 -0.668 -2.263
C 0.363 0.999 3.474
C -2.098 0.501 -0.634
H 1.496 0.697 1.705
H -0.687 -1.758 -1.994
H -1.326 0.908 4.765
H -2.374 1.120 -1.438
H -2.209 0.972 0.342
H 2.019 -1.504 0.954
H 0.354 1.687 0.144
H 1.182 1.259 -1.420
H -1.398 -0.261 -2.869
H 1.726 -2.367 -0.593
H -0.247 2.060 -1.648
H 0.367 -0.458 -2.711
H -2.630 -0.395 -0.464
H 1.917 -0.521 -0.520
H 1.041 1.581 4.010
*
```

## 2
The following is a quantum chemistry calculation of an isolated molecule of C9H15PS, from the Open Molecules 2025 dataset.

- Orbital gap: 9.21 eV
- SMILES string: C=CCSP(/C=C/C)/C=C/C
- E_HOMO: -8.43 eV
- E_LUMO: 0.78 eV

```
! wB97M-V def2-TZVPD RIJCOSX def2/J DEFGRID3
* xyz 0 1
S -0.289 1.477 1.276
P 0.365 0.936 -0.694
C 2.075 0.558 -0.114
C -1.918 2.505 0.784
C -3.326 0.838 -0.389
C -0.807 -1.631 -0.160
C 3.887 -0.725 1.036
C -1.176 -3.076 -0.300
C 2.592 -0.589 0.315
C -0.005 -0.909 -0.945
C -3.080 1.598 0.624
H 4.138 -1.625 1.534
H 4.022 0.107 1.646
H -0.263 -3.417 0.231
H 0.629 -1.463 -1.669
H -1.647 3.264 -0.021
H -1.132 -1.192 0.769
H -2.109 -3.204 0.299
H -1.352 -3.418 -1.304
H -2.811 0.946 -1.314
H 2.731 1.360 0.032
H 1.874 -1.456 0.452
H -3.501 1.235 1.584
H -4.026 0.016 -0.544
H -2.059 3.154 1.711
H 4.645 -0.678 0.204
*
```

Computed stability ranking, most favorable first: 1, 2

## 1
The following is a quantum chemistry calculation of a cluster of 2 separate species, C2H3N2O2S in total, from the Open Molecules 2025 dataset.

- Orbital gap: 7.76 eV
- E_HOMO: -3.74 eV
- E_LUMO: 4.02 eV

```
! wB97M-V def2-TZVPD RIJCOSX def2/J DEFGRID3
* xyz -1 1
S -2.419 0.530 0.088
O -2.214 -0.495 1.135
O -3.003 0.014 -1.145
N 0.270 -0.335 0.501
N 0.417 3.139 0.289
C 0.083 2.076 0.152
C -0.244 0.739 -0.182
H -0.597 -0.813 0.921
H -0.333 0.595 -1.842
H 1.011 -0.383 1.189
*
```

## 2
The following is a quantum chemistry calculation of the ion C2H3N2O2S with charge -1, from the Open Molecules 2025 dataset.

- Orbital gap: 7.90 eV
- SMILES string: [O-]/C(S)=N/C=N\O
- E_HOMO: -4.45 eV
- E_LUMO: 3.46 eV

```
! wB97M-V def2-TZVPD RIJCOSX def2/J DEFGRID3
* xyz -1 1
S -1.873 1.278 0.452
O 2.050 -1.115 -1.839
O -1.259 -0.679 2.157
N 1.563 0.183 -1.590
N 0.241 -0.529 0.477
C 0.761 0.298 -0.560
C -0.785 -0.195 1.161
H 1.650 -1.703 -1.179
H 0.445 1.344 -0.474
H -2.792 1.120 1.394
*
```

Computed stability ranking, most favorable first: 2, 1

## 1
The following is a quantum chemistry calculation of an isolated molecule of C5H7NS, from the Open Molecules 2025 dataset.

- Orbital gap: 8.91 eV
- SMILES string: C=CCCN=C=S
- E_HOMO: -9.05 eV
- E_LUMO: -0.13 eV

```
! wB97M-V def2-TZVPD RIJCOSX def2/J DEFGRID3
* xyz 0 1
S -0.240 0.767 -4.876
N -0.536 -0.352 -2.128
C -0.257 -0.446 0.406
C -0.627 -0.003 -3.277
C 0.079 0.280 -0.966
C -0.269 0.262 1.868
C 0.735 -0.181 2.711
H 1.028 0.291 3.684
H 0.455 -1.296 0.498
H 1.274 -0.949 2.090
H -0.530 1.189 -0.986
H 1.229 0.318 -1.403
H -1.330 -0.942 0.284
H -1.009 1.061 2.094
*
```

## 2
The following is a quantum chemistry calculation of an isolated molecule of C5H7NS, from the Open Molecules 2025 dataset.

- Orbital gap: 8.80 eV
- SMILES string: S=CN1CC=CC1
- E_HOMO: -8.19 eV
- E_LUMO: 0.61 eV

```
! wB97M-V def2-TZVPD RIJCOSX def2/J DEFGRID3
* xyz 0 1
S 0.681 1.839 1.516
N -0.282 -0.342 0.174
C -0.197 -0.587 -2.068
C 0.239 0.231 1.261
C -0.577 -1.771 -1.587
C -0.679 -1.744 -0.082
C -0.053 0.415 -1.043
H 1.083 0.435 -0.998
H 0.029 -0.362 2.319
H -0.488 -2.856 -2.034
H -0.427 1.445 -1.141
H 0.151 -0.566 -3.223
H -1.744 -1.941 0.245
H 0.071 -2.457 0.470
*
```

## 3
The following is a quantum chemistry calculation of an isolated molecule of C5H7NS, from the Open Molecules 2025 dataset.

- Orbital gap: 8.61 eV
- SMILES string: C#CC(=S)N(C)C
- E_HOMO: -8.32 eV
- E_LUMO: 0.29 eV

```
! wB97M-V def2-TZVPD RIJCOSX def2/J DEFGRID3
* xyz 0 1
S 1.307 -0.604 -1.265
N -0.237 0.897 0.210
C -1.156 -2.276 1.102
C 0.469 2.048 -0.245
C 0.098 -0.326 -0.180
C -0.551 -1.407 0.528
C -1.297 1.197 1.166
H 1.516 2.030 -0.043
H -1.964 1.923 0.620
H -1.904 0.283 1.349
H 0.047 2.982 0.206
H -1.675 -3.043 1.606
H 0.304 2.117 -1.306
H -0.963 1.684 2.117
*
```

Computed stability ranking, most favorable first: 3, 2, 1